DFT (ωB97M-V/def2-TZVPD) results for C66H166CsF3N2O28 as an isolated structure at a distorted geometry.

The geometry in XYZ format:
```
266
Properties=species:S:1:pos:R:3:lowdin_charge:R:1
Cs 7.24142 2.98664 0.65671 1.089
C 0.65022 0.68920 -0.97799 -0.419
O 0.55827 0.73444 0.44906 -0.087
O 1.87126 0.43297 -1.41849 -0.172
C -0.38060 -0.38812 -1.37511 -0.528
F -0.48545 -0.37016 -2.76394 0.098
F 0.03623 -1.62932 -1.02432 0.128
F -1.54743 -0.23107 -0.81424 0.173
C 1.39696 -0.24596 1.05397 -0.236
C 2.24763 0.38687 2.16989 -0.052
H 1.73176 1.25082 2.58209 0.069
H 2.59488 -0.28357 2.97112 0.060
H 3.17878 0.77133 1.70791 0.072
H 2.02324 -0.69774 0.28620 0.090
H 0.68555 -1.02399 1.42692 0.111
H 0.18758 1.64803 -1.33042 0.158
C 2.64234 4.54787 1.37554 -0.233
C 3.85884 3.74007 1.64148 -0.252
O 4.53824 3.53977 0.39717 -0.301
O 1.50200 3.89350 0.81709 -0.077
H 3.01449 5.28229 0.61730 0.130
H 2.21035 4.96994 2.25770 0.114
H 3.57592 2.83678 2.15580 0.091
H 4.49930 4.34131 2.32050 0.131
H 3.91324 3.34569 -0.31242 0.023
H 1.80541 3.41477 0.00120 0.078
C 9.45511 -0.44133 -0.33281 -0.267
C 8.28840 -0.85717 -1.23374 -0.222
O 7.42645 0.29451 -1.37273 -0.151
O 8.95644 0.12709 0.81621 -0.147
H 10.01614 0.37491 -0.81131 0.122
H 10.13104 -1.31409 -0.20218 0.132
H 7.75145 -1.70113 -0.74034 0.096
H 8.60947 -1.18158 -2.21107 0.115
H 6.58388 -0.04634 -1.75299 0.028
H 8.65784 -0.52782 1.49106 0.074
C 3.14169 3.54185 -2.75138 -0.198
C 2.18102 4.77652 -2.56546 -0.233
O 0.85452 4.45432 -2.58911 -0.069
O 3.10832 2.66696 -1.66609 -0.111
H 4.19054 3.87744 -2.82417 0.128
H 2.83633 3.04357 -3.65516 0.099
H 2.38589 5.56175 -3.29133 0.118
H 2.36314 5.21445 -1.56410 0.110
H 0.71169 3.87560 -3.35522 0.079
H 2.62839 1.78958 -1.76797 0.049
C 4.88894 -1.76857 2.06615 -0.219
C 6.18275 -1.67940 1.27463 -0.231
O 7.31354 -1.63671 2.12778 -0.066
O 4.87490 -3.08406 2.63693 -0.079
H 4.06351 -1.64532 1.36668 0.094
H 4.83379 -0.99099 2.84751 0.119
H 6.11803 -0.72200 0.81994 0.104
H 6.20928 -2.49174 0.48776 0.129
H 7.26165 -2.30545 2.82012 0.107
H 3.95083 -3.36411 2.79053 0.041
C 2.08570 0.24010 -5.11510 -0.207
C 2.20436 0.89638 -6.48896 -0.221
O 3.58784 0.83923 -6.83045 -0.063
O 2.88406 0.97376 -4.15176 -0.107
H 2.45203 -0.82290 -5.14738 0.131
H 1.04333 0.23248 -4.77286 0.083
H 1.79764 1.93099 -6.45531 0.127
H 1.62861 0.38198 -7.23696 0.113
H 4.09000 0.91876 -6.02633 0.057
H 2.55360 0.74587 -3.26523 0.041
C 3.62349 -2.43043 -1.66740 -0.278
C 4.93882 -1.84333 -2.15665 -0.190
O 4.98138 -0.41634 -2.02753 -0.069
O 2.61155 -1.98909 -2.49464 -0.060
H 3.59533 -2.17780 -0.58686 0.094
H 3.67999 -3.54949 -1.65168 0.128
H 5.26575 -2.12692 -3.15173 0.129
H 5.76249 -2.14805 -1.44855 0.097
H 4.61574 -0.02700 -2.82693 0.086
H 2.28080 -1.16442 -2.04643 0.049
C -1.95850 1.84886 -4.29229 -0.205
C -1.73679 0.91037 -5.49435 -0.195
O -1.77982 1.53961 -6.82973 -0.096
O -0.73880 2.56652 -3.97407 -0.095
H -2.29464 1.24931 -3.44396 0.093
H -2.73947 2.62622 -4.51752 0.113
H -2.39635 0.01920 -5.39541 0.109
H -0.72247 0.41469 -5.49574 0.100
H -2.69858 1.54570 -7.19468 0.091
H -0.89264 2.83890 -3.04971 0.035
C -2.49130 5.56563 -3.05917 -0.027
C -2.64139 5.92225 -1.58824 -0.506
C -4.02263 6.46987 -1.30377 -0.134
C -4.35781 6.51677 0.18178 -0.167
C -4.09144 5.13984 0.76781 -0.145
C -2.68275 4.59121 0.58832 -0.454
N -2.43789 4.66689 -0.84768 -0.093
O -1.38725 3.83579 -1.33819 -0.055
C -1.62255 5.38986 1.43682 0.008
C -2.62416 3.05502 0.93213 0.008
C -1.50891 6.96201 -1.29456 -0.008
H -3.32276 4.92472 -3.41360 0.077
H -1.50741 5.13948 -3.34918 0.084
H -2.74624 6.51028 -3.56145 0.090
H -4.15893 7.46938 -1.69454 0.122
H -4.72423 5.79518 -1.77394 0.112
H -5.34762 6.90375 0.42792 0.116
H -3.62617 7.17987 0.68074 0.103
H -4.77716 4.42482 0.41017 0.089
H -4.47463 5.26619 1.80198 0.131
H -1.90575 5.40466 2.47758 0.063
H -0.63396 4.97069 1.25120 0.068
H -1.71135 6.40507 1.08292 0.038
H -3.46838 2.49993 0.59652 0.040
H -1.69001 2.64557 0.52787 0.077
H -2.61754 2.93537 2.02847 0.080
H -1.45878 7.69625 -2.08774 0.079
H -0.59084 6.42213 -1.11699 0.073
H -1.82218 7.53713 -0.37461 0.078
H -0.58023 4.26365 -0.95276 0.091
C -5.34955 0.39531 -3.91097 -0.011
C -6.20190 1.55911 -3.28730 -0.486
C -7.72984 1.35312 -3.42339 -0.135
C -8.28240 0.13672 -2.61654 -0.175
C -7.95498 0.42651 -1.18352 -0.161
C -6.43790 0.56152 -0.90382 -0.478
N -5.99343 1.71589 -1.78144 -0.100
O -4.63520 1.94586 -1.61000 -0.064
C -6.27962 1.05255 0.53262 -0.050
C -5.60897 -0.75969 -1.09397 -0.012
C -5.82332 2.87635 -3.91700 -0.049
H -5.48432 0.54530 -5.00997 0.098
H -5.66380 -0.61571 -3.65664 0.043
H -4.28883 0.51606 -3.65387 0.061
H -8.17682 2.29155 -3.04550 0.118
H -8.06516 1.30740 -4.45997 0.112
H -7.73916 -0.75676 -3.00548 0.095
H -9.34234 -0.08337 -2.86140 0.117
H -8.37942 -0.38192 -0.55563 0.126
H -8.42399 1.37237 -0.88433 0.120
H -6.81827 0.33060 1.16708 0.084
H -5.22414 1.07191 0.89768 0.076
H -6.73492 2.04134 0.67021 0.086
H -5.57053 -1.42138 -0.19374 0.088
H -5.90099 -1.39159 -1.91332 0.033
H -4.54841 -0.34365 -1.24634 0.103
H -4.69471 2.98789 -3.91279 0.068
H -6.30135 3.72439 -3.41291 0.088
H -6.15720 2.88412 -4.97148 0.094
H -4.64741 2.91698 -1.46795 0.099
C -2.50222 -1.27144 2.31533 -0.009
C -1.50541 -0.99170 3.49434 -0.443
C -1.35173 0.48699 3.73131 -0.051
O -1.82200 -1.66430 4.74582 -0.065
H -3.49533 -0.89016 2.60247 0.085
H -2.53411 -2.30999 2.02111 0.051
H -2.17326 -0.65085 1.46108 0.076
H -0.53107 -1.38095 3.26620 0.099
H -0.98769 1.03998 2.89480 0.064
H -0.64063 0.60205 4.54106 0.076
H -2.29394 0.92143 3.93755 0.071
H -2.78376 -1.58548 4.80865 0.090
C -1.01625 -8.07546 -2.53405 -0.064
C -2.24818 -8.39636 -3.35437 -0.513
C -3.50357 -7.70678 -2.72183 -0.048
O -2.04293 -7.98531 -4.64626 -0.051
H -1.02598 -8.51751 -1.55270 0.066
H -0.90572 -6.98126 -2.45494 0.070
H -0.09067 -8.46346 -3.02013 0.091
H -2.47039 -9.47534 -3.42443 0.139
H -4.37058 -7.80901 -3.33269 0.056
H -3.29892 -6.61942 -2.59228 0.062
H -3.73842 -8.14775 -1.71353 0.080
H -1.59824 -7.11373 -4.71575 0.064
C -3.16852 -5.86034 0.82536 -0.035
C -3.59636 -4.53843 0.13286 -0.421
C -2.46716 -4.01284 -0.72645 -0.036
O -4.80266 -4.71081 -0.69403 -0.056
H -3.87487 -6.06328 1.60405 0.061
H -2.14240 -5.74236 1.27682 0.064
H -3.17780 -6.74403 0.14802 0.074
H -3.84311 -3.89658 0.95477 0.106
H -1.67819 -3.67461 -0.16074 0.025
H -2.84942 -3.14167 -1.27885 0.089
H -2.14442 -4.76046 -1.47581 0.083
H -5.40751 -5.28680 -0.25672 0.069
C 3.05690 -3.10554 6.53288 -0.022
C 1.51012 -3.43889 6.42193 -0.402
C 0.69739 -3.03706 7.66834 -0.039
O 1.04952 -2.78525 5.22011 -0.085
H 3.62106 -3.45209 5.68728 0.059
H 3.50491 -3.53746 7.42137 0.072
H 3.22793 -2.01241 6.62948 0.061
H 1.40943 -4.53037 6.34599 0.130
H -0.35738 -2.94059 7.47768 0.074
H 1.00699 -2.09672 8.08461 0.065
H 0.83479 -3.74465 8.44374 0.066
H 0.11662 -2.52804 5.28768 0.063
C 3.61364 0.85814 8.24449 -0.049
C 4.04894 1.05870 6.80081 -0.451
C 2.91526 0.98035 5.73006 -0.016
O 4.74995 2.31923 6.73188 -0.060
H 2.85278 1.57918 8.56394 0.085
H 4.48537 1.02886 8.83883 0.070
H 3.17924 -0.12407 8.47095 0.074
H 4.81978 0.34922 6.52169 0.124
H 2.27236 1.81898 5.91824 0.058
H 2.34580 0.05630 5.73165 0.074
H 3.42835 1.10969 4.83121 0.037
H 4.18807 2.97445 7.12637 0.076
C 6.83939 1.93218 4.11869 -0.077
C 7.42056 3.13196 4.87184 -0.466
C 8.71104 2.72283 5.54403 -0.053
O 7.65567 4.10412 3.84480 -0.134
H 5.93760 2.15165 3.57925 0.055
H 6.44065 1.22261 4.81360 0.061
H 7.67296 1.49620 3.54341 0.081
H 6.65744 3.46516 5.59169 0.128
H 9.53912 2.47411 4.91417 0.076
H 8.48712 1.85385 6.14291 0.083
H 9.08748 3.49857 6.24057 0.093
H 8.56167 4.53094 3.87868 0.119
C 0.21800 5.17119 5.53524 -0.053
C -0.92744 4.17285 5.39480 -0.503
C -0.85934 3.02418 6.35666 -0.058
O -2.20092 4.81976 5.57440 -0.054
H 1.16693 4.74329 5.13568 0.082
H 0.32579 5.50592 6.56918 0.083
H -0.05872 5.97223 4.85952 0.067
H -0.91392 3.80074 4.33177 0.135
H -1.64541 2.33773 6.08519 0.066
H -1.05387 3.35858 7.41492 0.107
H 0.11479 2.59013 6.37747 0.048
H -2.39360 5.48852 4.92639 0.064
C 0.47310 -5.33880 -5.02366 -0.043
C -0.48594 -4.37499 -4.26011 -0.436
C -0.48716 -2.93879 -4.88777 -0.024
O -1.78055 -4.95589 -4.39388 -0.081
H 1.49487 -5.00844 -5.03337 0.072
H 0.12066 -5.53416 -6.03095 0.083
H 0.43163 -6.28927 -4.47127 0.059
H -0.14594 -4.39058 -3.18880 0.135
H -1.36236 -2.40867 -4.58201 0.054
H -0.49037 -3.10558 -5.94352 0.071
H 0.38475 -2.33596 -4.59166 0.068
H -2.46033 -4.37022 -4.05436 0.042
C -6.67103 -3.93105 -4.41203 -0.043
C -5.21143 -4.22402 -4.76957 -0.425
C -4.69001 -3.41309 -5.97147 -0.023
O -4.40809 -3.81818 -3.61344 -0.097
H -7.09903 -4.76083 -3.80771 0.084
H -7.35787 -3.67961 -5.23586 0.082
H -6.67008 -3.09856 -3.68634 0.063
H -4.98781 -5.25296 -4.86012 0.116
H -3.70240 -3.80341 -6.16491 0.066
H -4.54120 -2.39732 -5.65321 0.066
H -5.37020 -3.51351 -6.79704 0.075
H -4.81179 -4.21286 -2.83968 0.043
C 0.23576 -4.94205 2.07189 -0.058
C 1.69401 -4.64184 2.00934 -0.442
C 2.23984 -4.44899 0.58903 -0.044
O 2.14148 -3.52902 2.86112 -0.082
H -0.36390 -4.09426 1.65744 0.085
H -0.02049 -4.90038 3.10765 0.069
H -0.02610 -5.93306 1.62641 0.101
H 2.26753 -5.46839 2.48401 0.142
H 1.86311 -5.12837 -0.20499 0.098
H 3.30790 -4.58666 0.64664 0.066
H 2.01210 -3.41710 0.26505 0.072
H 1.44127 -3.27865 3.46026 0.033
```

E_HOMO	-7.9616	eV
orbital gap	0.2758	Ha
LUMO level	-0.5	eV